Below is a cluster of 2 separate species, C4H14NO2 in total at a distorted geometry, with properties calculated with ωB97M-V/def2-TZVPD.

XYZ file:
```
21
C4H14NO2 | OMol25 | ωB97M-V/def2-TZVPD
C -1.94200 -0.26490 -0.79733
O -2.88556 -1.11600 -0.24068
C -0.55898 -0.85198 -0.37579
C 0.64169 0.03777 -0.73084
C 1.88192 -0.56453 -0.21380
N -0.68852 -0.78999 1.26388
H -2.10367 -0.27410 -1.85772
H -2.21241 0.64900 -0.34419
H -3.85953 -0.99176 -0.55940
H -0.50939 -1.85486 -0.66530
H 0.77858 0.24348 -1.74311
H 0.57602 1.13707 -0.36480
H 2.73534 -0.10269 -0.74320
H 2.11404 -0.28191 0.80228
H 2.07580 -1.62064 -0.42542
H -0.79076 0.16473 1.53194
H 0.09617 -1.18457 1.72757
H -1.54677 -1.30357 1.51253
H 1.95010 3.11526 1.52802
H 2.41860 3.13493 0.03660
O 1.82934 2.71926 0.65875
```

Summary:
Energy ... -9955.7282 eV
Spin multiplicity ... 2
HOMO energy (spin up / spin down) ... -0.1053 / -0.3948 Eh
LUMO level (spin up / spin down) ... 0.66 / 0.55 eV
Kohn-Sham gap (spin up / spin down) ... 3.529 / 11.293 eV
Maximum force ... 4.6 eV/Å
⟨S²⟩ ... 0.75